1.
Molecular formula: C5H10O
Method: DFT, ωB97M-V with the def2-TZVPD basis set

Geometry as ORCA input:
```
! RIJCOSX wB97M-V def2-TZVPD def2/J DEFGRID3
* xyz 0 1
C 2.23393 -0.12205 -0.26375
C 1.02303 0.56765 0.36048
C -0.26184 0.36316 -0.34703
C -1.05497 -0.88821 -0.25030
C -2.17752 0.07879 0.41283
O -1.37483 1.06557 0.95214
H 2.10802 -1.21052 -0.29462
H 2.42699 0.22671 -1.28417
H 3.11990 0.10054 0.33844
H 0.84000 0.20874 1.37802
H 1.16299 1.65145 0.41161
H -0.41630 0.91311 -1.28522
H -0.61648 -1.62658 0.43467
H -1.42190 -1.33734 -1.18064
H -2.87245 -0.43233 1.09131
H -2.71856 0.44133 -0.47377
*
```

Calculated values
HOMO: -9.08 eV
Max |F|: 3.434 eV Å⁻¹
Total energy: -271.6538 Ha
Frontier orbital gap: 0.36612 Eh
ΔE to the lowest compared entry with this formula, charge and spin: 62.0 kcal per mole

Computed Löwdin charges, given in elementary charges: -0.091, -0.245, -0.145, -0.107, -0.308, -0.141, 0.074, 0.074, 0.074, 0.121, 0.122, 0.149, 0.112, 0.106, 0.106, 0.101

---

2.
Molecular formula: C29H36Cl5N6O2PRe
Method: DFT, ωB97M-V with the def2-TZVPD basis set

Geometry as ORCA input:
```
! RIJCOSX wB97M-V def2-TZVPD def2/J DEFGRID3
* xyz 2 2
Re -0.99615 0.09056 -0.37902
C -1.04251 2.18684 3.38927
C -1.63552 0.77416 3.36909
C -1.67378 0.23078 4.80132
P -0.80451 -0.31472 2.12196
C -1.09086 -2.03808 2.68983
C -0.29852 -3.04421 1.86723
C -2.59170 -2.33832 2.66225
C 0.96860 0.00681 2.22023
C 1.68222 0.09510 3.41121
C 3.02897 0.44100 3.43294
C 3.79029 0.54062 4.72141
C 3.65268 0.70979 2.21530
C 2.96826 0.62302 1.01622
C 1.62526 0.26166 1.01552
N 0.90436 0.16161 -0.22025
C 1.72217 0.17014 -1.43313
C 2.45944 -0.98360 -1.72094
C 2.66616 -2.10164 -0.73543
C 3.06159 -1.05576 -2.97035
C 2.98886 -0.01158 -3.88806
C 3.58805 -0.15048 -5.25677
C 2.35475 1.16268 -3.49891
C 1.72019 1.28907 -2.26573
C 1.17945 2.63147 -1.86305
H -1.72430 2.85313 3.91667
H -0.85645 2.60792 2.40336
H -0.09811 2.18873 3.93229
H -2.67004 0.82386 3.00037
H -0.68078 0.20685 5.24693
H -2.11231 -0.75854 4.89510
H -2.27379 0.90829 5.40906
H -0.72439 -2.07533 3.72027
H -0.55035 -2.98809 0.80535
H -0.52990 -4.05405 2.20505
H 0.77714 -2.89835 1.96578
H -3.04040 -2.04373 1.70830
H -3.14736 -1.81961 3.44053
H -2.76335 -3.40669 2.79164
H 1.19247 -0.12260 4.35169
H 3.17565 0.26529 5.57564
H 4.14836 1.55961 4.87256
H 4.66466 -0.10939 4.70538
H 4.69743 0.99216 2.20550
H 3.47262 0.83541 0.08397
H 1.78272 -2.31528 -0.13626
H 3.47017 -1.85548 -0.03946
H 2.95269 -3.01367 -1.25547
H 3.61092 -1.95310 -3.22977
H 4.53523 -0.68636 -5.22318
H 3.75735 0.81972 -5.71908
H 2.91546 -0.71617 -5.90562
H 2.35557 2.01386 -4.16905
H 0.86359 3.20017 -2.73595
H 1.96494 3.20625 -1.36715
H 0.33481 2.58409 -1.18156
N -3.03878 -1.42206 -0.90574
N -4.27280 -0.76291 -0.72453
C -4.22619 0.53361 -0.37713
N -5.30952 1.26845 -0.26379
N -2.96660 0.93369 -0.15215
N -2.61693 2.16418 0.19352
O -3.34387 3.08472 0.41886
O -1.35952 2.17764 0.24052
H -2.90402 -1.62044 -1.89505
H -3.04043 -2.29379 -0.37967
H -5.13228 -1.20152 -1.02881
H -6.22124 0.89132 -0.47162
H -5.22231 2.24712 -0.01676
Cl -0.39773 -2.08884 -1.74161
C -0.67646 -0.90002 -3.02768
C -1.13624 0.28101 -2.50260
C -1.48859 1.25902 -3.41588
Cl -2.20844 2.73562 -2.85787
C -1.27226 1.07892 -4.78383
Cl -1.66750 2.30830 -5.90256
C -0.70518 -0.12316 -5.25374
Cl -0.38488 -0.33964 -6.91604
C -0.40846 -1.15439 -4.35741
Cl 0.27225 -2.64270 -4.85351
*
```

Calculated values
HOMO (alpha / beta): -13.49 / -13.42 eV
Max |F|: 1.319 eV Å⁻¹
Total energy: -4325.6687 Ha
Frontier orbital gap (alpha / beta): 0.24236 / 0.23141 Eh

Computed Löwdin charges, given in elementary charges: 1.356, -0.094, -0.512, -0.088, 1.018, -0.534, -0.105, -0.097, -0.285, -0.021, -0.236, -0.024, 0.012, 0.012, -0.265, -0.133, -0.265, -0.247, -0.038, 0.003, -0.245, -0.023, 0.016, -0.213, -0.026, 0.096, 0.057, 0.083, 0.100, 0.075, 0.062, 0.098, 0.116, 0.024, 0.095, 0.079, 0.043, 0.071, 0.095, 0.108, 0.083, 0.097, 0.095, 0.133, 0.133, 0.033, 0.095, 0.094, 0.132, 0.091, 0.087, 0.078, 0.133, 0.085, 0.103, 0.030, -0.016, 0.058, -0.343, 0.271, -0.032, -0.418, 0.156, -0.112, 0.087, 0.099, 0.181, 0.152, 0.129, 0.837, -0.634, -0.362, -0.672, 0.751, -0.691, 0.750, -0.687, 0.760, -0.698, 0.766

---

3.
Molecular formula: C11H13FO2
Method: DFT, ωB97M-V with the def2-TZVPD basis set

Geometry as ORCA input:
```
! RIJCOSX wB97M-V def2-TZVPD def2/J DEFGRID3
* xyz 0 1
C 1.53467 -1.16375 2.86217
C 0.49910 -1.00349 2.08520
O -0.48337 -1.94118 1.73445
C 0.41956 0.21678 1.16469
C 0.59521 1.38346 1.93808
C 0.66494 2.66844 1.33476
C 0.69572 2.68518 -0.06974
C 0.49596 1.55676 -0.84468
C 0.44068 0.30345 -0.22020
C 0.40231 -0.95336 -1.13117
O 1.13380 -0.70526 -2.32939
C -1.11896 -1.24217 -1.35040
C -2.01239 -0.06686 -1.83249
F -1.33948 -2.43677 -2.10591
H 1.60955 -1.99561 3.57948
H 2.09614 -0.26635 2.95878
H -0.25103 -2.77431 2.13376
H 0.59030 1.46247 3.00228
H 1.06152 3.60213 1.68717
H 0.72164 3.75996 -0.47544
H 0.46307 1.42804 -1.93904
H 0.53959 -1.88889 -0.50897
H 1.11772 -1.49839 -2.97773
H -1.40998 -1.51307 -0.33790
H -1.63407 0.20571 -2.80621
H -1.92276 0.73943 -1.10174
H -3.00452 -0.48202 -1.85592
*
```

Calculated values
HOMO: -9.04 eV
Max |F|: 4.269 eV Å⁻¹
Total energy: -677.2217 Ha
Frontier orbital gap: 0.35558 Eh
SMILES: C=C(O)c1ccccc1[C@H](O)[C@@H](C)F
ΔE to the lowest compared entry with this formula, charge and spin: 42.7 kcal per mole

Computed Löwdin charges, given in elementary charges: 0.065, -0.332, 0.029, -0.104, -0.034, -0.063, -0.088, -0.039, -0.128, -0.265, -0.036, -0.301, -0.008, -0.046, 0.084, 0.060, 0.100, 0.104, 0.094, 0.126, 0.124, 0.155, 0.154, 0.116, 0.079, 0.080, 0.075